Entry w
The following is a DFT calculation (ωB97M-V/def2-TZVPD) of C6H7ClO in the gas phase.

HOMO-LUMO gap = 10.3 eV
LUMO level = 0.57 eV
2S+1 = 1

Each atom is followed by the atoms it is bonded to, with distances in Å.
Element x y z (Å)
1 C -0.058 0.001 1.074  C2 1.351, C3 1.468, H9 1.134
2 C 1.101 0.640 0.803  C1 1.351, C4 1.572, H10 1.102
3 C -0.761 -0.987 0.245  C1 1.468, C5 1.482, H11 1.055, H12 1.018
4 C 1.850 0.456 -0.567  C2 1.572, Cl8 1.874, H13 1.069, H15 1.122
5 C -1.662 -0.287 -0.701  C3 1.482, C6 1.476, O7 1.422, H14 1.112
6 C -1.921 1.165 -0.636  C5 1.476, O7 1.269
7 O -2.766 0.382 -0.102  C5 1.422, C6 1.269
8 Cl 3.681 0.138 -0.326  C4 1.874
9 H -0.569 0.242 2.057  C1 1.134
10 H 1.585 1.322 1.521  C2 1.102
11 H -0.026 -1.506 -0.306  C3 1.055
12 H -1.340 -1.636 0.773  C3 1.018
13 H 1.622 1.293 -1.191  C4 1.069
14 H -2.002 -0.844 -1.601  C5 1.112
15 H 1.267 -0.378 -1.041  C4 1.122

***

Entry x
The following is a DFT calculation (ωB97M-V/def2-TZVPD) of C6H7ClO in the gas phase.

SMILES = C#C[C@@H](O)[C@H]1C[C@@H]1Cl
HOMO-LUMO gap = 10.9 eV
LUMO level = 0.74 eV
2S+1 = 1

Each atom is followed by the atoms it is bonded to, with distances in Å.
Element x y z (Å)
1 C 0.837 -0.504 -0.686  C2 1.512, C4 1.521, H8 1.101, O14 1.399
2 C 1.294 0.899 -0.354  C1 1.512, C3 1.188
3 C 1.646 1.996 -0.066  C2 1.188, H9 1.061
4 C -0.591 -0.725 -0.212  C1 1.521, C5 1.513, C6 1.466, H10 1.105
5 C -0.866 -0.227 1.190  C4 1.513, C6 1.481, H11 1.062, H12 1.103
6 C -1.448 0.445 0.006  C4 1.466, C5 1.481, H13 1.064, Cl15 1.776
7 H 1.524 -2.270 -0.214  O14 0.972
8 H 0.762 -0.615 -1.779  C1 1.101
9 H 1.895 3.023 0.036  C3 1.061
10 H -1.045 -1.667 -0.570  C4 1.105
11 H -1.489 -0.824 1.809  C5 1.062
12 H 0.040 0.213 1.640  C5 1.103
13 H -1.189 1.426 -0.312  C6 1.064
14 O 1.791 -1.343 -0.101  C1 1.399, H7 0.972
15 Cl -3.159 0.173 -0.387  C6 1.776

***

Name the least stable of them. entry w.

***

Entry w
The following is a DFT calculation (ωB97M-V/def2-TZVPD) of 3 unconnected molecules or ions with the total composition C3H13N4.

total charge = +1
HOMO-LUMO gap = 9.8 eV
LUMO level = -2.89 eV
2S+1 = 1

Each atom is followed by the atoms it is bonded to, with distances in Å.
Element x y z (Å)
1 C 2.865 1.169 1.839  C2 1.531, H8 1.070, H9 1.104, H10 1.092
2 C 3.054 0.306 0.588  C1 1.531, C3 1.292, H12 1.179
3 C 2.132 0.274 -0.317  C2 1.292, N4 1.226
4 N 1.311 0.316 -1.226  C3 1.226, H14 1.083
5 N -2.079 -0.379 -1.784  N6 1.455, H15 1.010, H16 0.991
6 N -1.308 0.221 -0.706  N5 1.455, H11 1.003, H13 1.114, H17 1.166
7 N -1.641 -0.874 1.787  H18 0.951, H19 1.074, H20 0.937
8 H 3.139 2.183 1.638  C1 1.070
9 H 1.849 0.991 2.231  C1 1.104
10 H 3.636 1.037 2.601  C1 1.092
11 H -1.501 1.192 -0.870  N6 1.003
12 H 3.923 -0.490 0.606  C2 1.179
13 H -0.219 0.265 -0.935  N6 1.114
14 H 1.445 0.956 -2.090  N4 1.083
15 H -2.227 -1.373 -1.688  N5 1.010
16 H -1.729 -0.008 -2.634  N5 0.991
17 H -1.526 -0.268 0.330  N6 1.166
18 H -0.809 -1.316 1.917  N7 0.951
19 H -1.783 -0.066 2.480  N7 1.074
20 H -2.305 -1.477 2.058  N7 0.937

***

Entry x
The following is a DFT calculation (ωB97M-V/def2-TZVPD) of 3 unconnected molecules or ions with the total composition C3H13N4.

total charge = +1
HOMO-LUMO gap = 9.7 eV
LUMO level = -2.97 eV
2S+1 = 1

Each atom is followed by the atoms it is bonded to, with distances in Å.
Element x y z (Å)
1 C -3.461 -1.644 -0.912  C2 1.532, H8 1.073, H9 1.057, H10 1.021
2 C -3.381 -0.368 -0.068  C1 1.532, C3 1.314, H12 1.124
3 C -2.188 0.130 0.168  C2 1.314, N4 1.250
4 N -1.071 0.689 0.217  C3 1.250, H14 1.072
5 N 1.995 -0.242 -1.255  N6 1.400, H15 0.979, H16 1.017
6 N 1.401 -0.616 -0.043  N5 1.400, H11 1.094, H13 1.136, H17 1.051
7 N 3.521 -0.025 1.296  H18 0.975, H19 0.993, H20 0.991
8 H -2.533 -1.863 -1.403  C1 1.073
9 H -3.592 -2.368 -0.152  C1 1.057
10 H -4.161 -1.561 -1.651  C1 1.021
11 H 1.099 -1.663 -0.141  N6 1.094
12 H -4.233 0.162 0.439  C2 1.124
13 H 0.425 -0.129 0.272  N6 1.136
14 H -0.945 1.400 -0.575  N4 1.072
15 H 2.066 0.734 -1.218  N5 0.979
16 H 1.409 -0.409 -2.069  N5 1.017
17 H 2.003 -0.411 0.793  N6 1.051
18 H 4.253 -0.560 0.940  N7 0.975
19 H 3.634 0.923 1.019  N7 0.993
20 H 3.663 -0.111 2.273  N7 0.991

***

Entry y
The following is a DFT calculation (ωB97M-V/def2-TZVPD) of 2 unconnected molecules or ions with the total composition C3H13N4.

total charge = +1
HOMO-LUMO gap = 9.4 eV
LUMO level = -3.17 eV
2S+1 = 1

Each atom is followed by the atoms it is bonded to, with distances in Å.
Element x y z (Å)
1 N 1.057 1.651 -0.023  C2 1.303, H4 1.069, H5 1.011
2 C 1.028 1.952 -1.290  N1 1.303, N3 1.313, H6 1.082
3 N 1.276 1.069 -2.228  C2 1.313, H7 1.010, H8 1.006
4 H 1.210 0.642 0.296  N1 1.069
5 H 0.651 2.320 0.617  N1 1.011
6 H 0.869 2.986 -1.566  C2 1.082
7 H 1.259 1.278 -3.216  N3 1.010
8 H 1.338 0.097 -1.971  N3 1.006
9 C -2.032 -0.525 0.080  N10 1.449, H13 1.087, H14 1.099, H15 1.093
10 N -1.334 -1.510 0.881  C9 1.449, C11 1.435, H16 1.000
11 C -0.148 -1.048 1.543  N10 1.435, N12 1.501, H17 1.087, H18 1.097
12 N 1.039 -1.116 0.627  C11 1.501, H19 1.016, H20 1.018
13 H -2.797 -0.993 -0.533  C9 1.087
14 H -2.475 0.294 0.664  C9 1.099
15 H -1.317 -0.060 -0.604  C9 1.093
16 H -1.937 -2.000 1.512  N10 1.000
17 H 0.033 -1.719 2.379  C11 1.087
18 H -0.253 -0.008 1.877  C11 1.097
19 H 1.806 -1.596 1.090  N12 1.016
20 H 0.727 -1.716 -0.133  N12 1.018

***

Name the least stable of them. entry w.

***

Entry w
The following is a DFT calculation (ωB97M-V/def2-TZVPD) of C3H4BrFO in the gas phase.

HOMO-LUMO gap (alpha / beta) = 7.3 / 8.2 eV
LUMO level (alpha / beta) = -0.54 / -0.03 eV
2S+1 = 1

Each atom is followed by the atoms it is bonded to, with distances in Å.
Element x y z (Å)
1 C 0.198 1.087 -0.996  C2 1.577, O4 1.204, Br6 2.441
2 C 1.660 1.667 -1.115  C1 1.577, F5 1.415, H7 1.067, H8 1.090
3 C -1.703 -0.100 1.899  Br6 1.758, H9 1.044, H10 1.109
4 O -0.386 0.575 -1.917  C1 1.204
5 F 2.720 0.743 -0.963  C2 1.415
6 Br -0.092 0.147 1.239  C1 2.441, C3 1.758
7 H 2.031 2.294 -0.336  C2 1.067
8 H 1.798 2.138 -2.089  C2 1.090
9 H -2.328 -0.905 1.674  C3 1.044
10 H -2.281 0.551 2.587  C3 1.109

***

Entry x
The following is a DFT calculation (ωB97M-V/def2-TZVPD) of 2 unconnected molecules or ions with the total composition C3H4BrFO.

HOMO-LUMO gap = 9.5 eV
LUMO level = -0.74 eV
2S+1 = 1

Each atom is followed by the atoms it is bonded to, with distances in Å.
Element x y z (Å)
1 C -0.400 0.882 1.040  C3 1.471, O4 1.180, F5 1.370
2 C 0.735 -0.387 -0.895  C3 1.497, H7 1.092, H8 1.087, H9 1.089
3 C -0.240 -0.342 0.239  C1 1.471, C2 1.497, Br6 1.886
4 O -0.710 1.012 2.171  C1 1.180
5 F -0.187 1.989 0.262  C1 1.370
6 Br -0.395 -1.910 1.276  C3 1.886
7 H 1.756 -0.412 -0.509  C2 1.092
8 H 0.579 -1.278 -1.499  C2 1.087
9 H 0.626 0.497 -1.522  C2 1.089
10 H -1.765 -0.051 -0.562  no bonds

***

Name the least stable of them. entry w.

***

Entry w
The following is a DFT calculation (ωB97M-V/def2-TZVPD) of 3 unconnected molecules or ions with the total composition C3H11BNO3.

total charge = +1
HOMO-LUMO gap = 12.4 eV
LUMO level = -3.20 eV
2S+1 = 1

Each atom is followed by the atoms it is bonded to, with distances in Å.
Element x y z (Å)
1 B 4.206 -0.097 0.130  O7 1.268, O8 1.177
2 C -0.006 2.040 -0.102  C4 1.485, H9 1.027, H10 1.140, H11 1.019
3 C -1.951 0.592 0.035  C4 1.477, H12 1.121, H13 1.008, H14 1.145
4 C -0.475 0.639 0.055  C2 1.485, C3 1.477, N5 1.277
5 N 0.314 -0.363 0.126  C4 1.277, H15 1.014, H17 1.108
6 O -0.911 -3.058 -0.081  H16 0.944, H18 0.902
7 O 5.434 -0.230 -0.159  B1 1.268, H19 0.937
8 O 3.033 -0.019 0.176  B1 1.177
9 H -0.714 2.690 0.261  C2 1.027
10 H 0.374 2.046 -1.177  C2 1.140
11 H 0.870 2.163 0.402  C2 1.019
12 H -2.368 1.074 -0.887  C3 1.121
13 H -2.288 1.063 0.859  C3 1.008
14 H -2.512 -0.396 -0.111  C3 1.145
15 H -0.177 -1.246 0.042  N5 1.014
16 H -0.254 -3.658 -0.397  O6 0.944
17 H 1.411 -0.378 -0.030  N5 1.108
18 H -0.963 -3.030 0.818  O6 0.902
19 H 6.279 -0.634 -0.175  O7 0.937

***

Entry x
The following is a DFT calculation (ωB97M-V/def2-TZVPD) of 2 unconnected molecules or ions with the total composition C3H11BNO3.

total charge = +1
HOMO-LUMO gap = 9.6 eV
LUMO level = -3.24 eV
2S+1 = 1

Each atom is followed by the atoms it is bonded to, with distances in Å.
Element x y z (Å)
1 B -2.238 -0.150 -0.015  O6 1.348, O7 1.310
2 C 2.321 -0.603 0.032  C4 1.568, H9 1.080, H10 1.116, H11 1.096
3 C 0.106 0.104 -0.706  C4 1.520, N5 1.514, H12 1.124
4 C 0.793 -0.741 0.355  C2 1.568, C3 1.520, O8 1.461, H13 1.064
5 N 0.252 1.585 -0.430  C3 1.514, H14 1.060, H15 1.054, H16 0.989
6 O -2.890 -1.260 -0.412  B1 1.348, H17 0.926
7 O -2.629 0.975 0.530  B1 1.310, H18 0.916
8 O 0.258 -0.157 1.582  C4 1.461, H19 0.948
9 H 2.447 -0.819 -1.018  C2 1.080
10 H 3.092 -1.283 0.467  C2 1.116
11 H 2.752 0.404 -0.007  C2 1.096
12 H 0.116 -0.226 -1.780  C3 1.124
13 H 0.346 -1.699 0.233  C4 1.064
14 H -0.548 1.683 0.259  N5 1.060
15 H -0.025 1.906 -1.395  N5 1.054
16 H 1.163 1.877 -0.181  N5 0.989
17 H -2.428 -1.948 -0.826  O6 0.926
18 H -3.397 1.087 1.018  O7 0.916
19 H 0.511 -0.733 2.292  O8 0.948

***

Name the least stable of them. entry x.

***

Entry w
The following is a DFT calculation (ωB97M-V/def2-TZVPD) of 2 unconnected molecules or ions with the total composition C2H7ClN2O2P.

total charge = -1
HOMO-LUMO gap = 8.3 eV
LUMO level = 3.55 eV
2S+1 = 1

Each atom is followed by the atoms it is bonded to, with distances in Å.
Element x y z (Å)
1 C 0.377 0.615 -1.481  N4 1.472, H9 1.117, H10 1.184, H11 1.152
2 C -0.243 -1.438 -0.524  N4 1.288, H12 1.063, H13 1.196
3 N 0.069 1.177 1.619  P7 1.565, H15 1.015
4 N -0.612 -0.454 -1.270  C1 1.472, C2 1.288
5 O 1.912 -0.487 2.366  P7 1.461
6 O -0.560 -0.961 3.026  P7 1.625, H14 1.032
7 P 0.601 0.103 2.626  N3 1.565, O5 1.461, O6 1.625, Cl8 2.194
8 Cl 0.904 0.977 4.615  P7 2.194
9 H 0.359 0.919 -2.555  C1 1.117
10 H 0.155 1.527 -0.760  C1 1.184
11 H 1.387 0.316 -1.013  C1 1.152
12 H -0.931 -2.161 -0.160  C2 1.063
13 H 0.777 -1.533 0.093  C2 1.196
14 H -0.654 -1.489 3.908  O6 1.032
15 H -0.858 1.527 1.838  N3 1.015

***

Entry x
The following is a DFT calculation (ωB97M-V/def2-TZVPD) of 2 unconnected molecules or ions with the total composition C2H7ClN2O2P.

total charge = -1
HOMO-LUMO gap = 8.4 eV
LUMO level = 3.69 eV
2S+1 = 1

Each atom is followed by the atoms it is bonded to, with distances in Å.
Element x y z (Å)
1 C -2.255 -0.149 0.236  N4 1.452, H9 1.025, H10 1.180, H11 1.083
2 C -1.128 -0.537 2.184  N4 1.272, H12 1.153, H13 1.117
3 N 0.763 1.083 -0.236  P7 1.600, H15 0.964
4 N -2.103 0.090 1.661  C1 1.452, C2 1.272
5 O 1.441 -1.357 -1.069  P7 1.449
6 O 3.279 0.524 -0.766  P7 1.672, H14 0.955
7 P 1.695 0.070 -1.053  N3 1.600, O5 1.449, O6 1.672, Cl8 2.176
8 Cl 1.642 0.469 -3.191  P7 2.176
9 H -1.498 0.326 -0.267  C1 1.025
10 H -2.171 -1.214 -0.266  C1 1.180
11 H -3.111 0.212 -0.320  C1 1.083
12 H -0.765 -0.221 3.232  C2 1.153
13 H -0.503 -1.384 1.812  C2 1.117
14 H 3.906 0.113 -1.357  O6 0.955
15 H 0.808 1.975 -0.598  N3 0.964

***

Name the least stable of them. entry x.

***

Entry w
The following is a DFT calculation (ωB97M-V/def2-TZVPD) of 2 unconnected molecules or ions with the total composition C5H10N4.

HOMO-LUMO gap = 8.7 eV
LUMO level = 0.75 eV
2S+1 = 1

Each atom is followed by the atoms it is bonded to, with distances in Å.
Element x y z (Å)
1 C 1.742 -0.217 1.053  C2 1.347, N8 1.226
2 C 1.325 -0.048 2.323  C1 1.347, H10 1.047, H11 1.095
3 C -1.768 1.356 -0.525  C5 1.510, H12 0.998, H13 1.034, H14 1.096
4 C 2.040 -1.141 -1.252  N8 1.402, H15 1.188, H16 1.018, H17 1.062
5 C -1.889 -0.135 -0.729  C3 1.510, N9 1.402, H18 1.108, H19 1.159
6 N -0.770 -2.968 0.906  N7 1.130
7 N -1.057 -1.949 0.508  N6 1.130, N9 1.178
8 N 1.559 -0.436 -0.139  C1 1.226, C4 1.402
9 N -1.135 -0.804 0.245  C5 1.402, N7 1.178
10 H 0.512 -0.589 2.701  C2 1.047
11 H 1.654 0.844 2.867  C2 1.095
12 H -0.823 1.654 -0.644  C3 0.998
13 H -2.512 1.828 -1.065  C3 1.034
14 H -1.948 1.540 0.540  C3 1.096
15 H 1.382 -1.086 -2.239  C4 1.188
16 H 2.998 -0.895 -1.491  C4 1.018
17 H 1.874 -2.167 -1.033  C4 1.062
18 H -2.930 -0.514 -0.690  C5 1.108
19 H -1.460 -0.594 -1.703  C5 1.159

***

Entry x
The following is a DFT calculation (ωB97M-V/def2-TZVPD) of 2 unconnected molecules or ions with the total composition C5H10N4.

SMILES = [H]/N=C\C(N)=N\[H].C=C=NC
HOMO-LUMO gap = 9.6 eV
LUMO level = 0.74 eV
2S+1 = 1

Each atom is followed by the atoms it is bonded to, with distances in Å.
Element x y z (Å)
1 C 0.846 -0.680 -2.113  N2 1.440, H15 1.090, H16 1.091, H17 1.093
2 N 0.953 -0.138 -0.783  C1 1.440, C3 1.227
3 C 1.942 0.277 -0.189  N2 1.227, C7 1.298
4 C -1.569 0.033 1.277  N5 1.364, C6 1.573, N8 1.274
5 N -0.716 -1.012 1.482  C4 1.364, H10 1.009, H11 1.013
6 C -1.363 0.861 -0.044  C4 1.573, N9 1.266, H14 1.089
7 C 3.051 0.708 0.330  C3 1.298, H18 1.076, H19 1.076
8 N -2.671 0.210 1.891  C4 1.274, H12 1.019
9 N -2.308 1.167 -0.829  C6 1.266, H13 1.020
10 H -0.959 -1.738 2.139  N5 1.009
11 H 0.004 -1.174 0.789  N5 1.013
12 H -2.854 -0.442 2.652  N8 1.019
13 H -3.232 1.041 -0.414  N9 1.020
14 H -0.513 1.542 -0.028  C6 1.089
15 H 0.986 -1.760 -2.054  C1 1.090
16 H -0.157 -0.462 -2.480  C1 1.091
17 H 1.552 -0.238 -2.820  C1 1.093
18 H 3.259 1.762 0.387  C7 1.076
19 H 3.749 0.042 0.807  C7 1.076

***

Name the least stable of them. entry w.